Record 1
Formula: C14H47N3O9
Source: the Open Molecules 2025 dataset
Level of theory: the ωB97M-V functional and the def2-TZVPD basis

Structure (XYZ):
```
73
Properties=species:S:1:pos:R:3
C 3.90 5.32 -4.41
O 5.02 6.18 -4.13
C 6.31 6.01 -4.80
C 7.41 7.04 -4.38
C 8.63 7.04 -5.41
N 7.90 6.65 -3.14
H 3.16 5.45 -3.62
H 4.00 4.23 -4.43
H 3.38 5.59 -5.34
H 6.60 4.96 -4.90
H 5.98 6.27 -5.80
H 6.91 8.01 -4.37
H 9.34 7.84 -5.18
H 8.29 7.45 -6.36
H 9.18 6.14 -5.68
H 7.89 5.64 -3.18
H 7.26 6.85 -2.38
C -5.69 0.65 6.48
O -4.75 -0.39 6.21
C -3.57 -0.35 7.05
C -2.26 -0.91 6.44
C -2.07 -0.28 5.09
N -2.45 -2.35 6.25
H -6.36 0.45 5.64
H -5.31 1.66 6.28
H -6.10 0.41 7.46
H -3.30 0.67 7.30
H -3.65 -0.98 7.93
H -1.40 -0.85 7.10
H -2.35 -0.86 4.21
H -1.10 0.18 4.88
H -2.60 0.65 4.88
H -3.44 -2.48 6.11
H -2.37 -2.82 7.14
C -10.04 -3.47 3.06
O -9.51 -3.62 1.70
C -8.13 -3.33 1.67
C -7.54 -3.89 0.30
C -7.46 -5.48 0.21
N -6.30 -3.22 -0.14
H -10.11 -4.40 3.63
H -11.01 -2.98 3.00
H -9.49 -2.80 3.71
H -7.93 -2.26 1.74
H -7.65 -3.82 2.52
H -8.35 -3.73 -0.40
H -6.91 -5.75 -0.69
H -8.46 -5.90 0.05
H -6.95 -5.96 1.04
H -6.31 -2.33 0.33
H -5.46 -3.67 0.21
O 8.40 -2.88 0.13
C 8.34 -1.96 -0.98
C 7.58 -0.61 -0.84
O 8.26 0.47 -1.27
H 7.63 -3.45 0.22
H 9.35 -1.77 -1.34
H 7.70 -2.42 -1.73
H 7.42 -0.22 0.17
H 6.57 -0.54 -1.24
H 8.89 0.74 -0.60
O 0.61 -2.45 -6.09
H 0.99 -2.91 -5.34
H 0.17 -3.14 -6.59
O 2.73 -4.26 -2.64
H 3.33 -4.95 -2.36
H 2.67 -3.67 -1.89
O 1.08 0.20 -1.01
H 0.15 0.10 -1.17
H 1.48 0.14 -1.89
O -2.72 0.65 -4.51
H -1.97 0.12 -4.79
H -3.43 0.38 -5.09
```

Properties
Molecular weight   401.54 g mol⁻¹
SMILES   COC[C@H](C)N.COC[C@H](C)N.COC[C@H](C)N.OCCO.O.O.O.O
Gap between HOMO and LUMO   9.09 eV
Relative energy (zero: lowest compared OMol25 entry of this formula, charge and spin)   107.5 kcal/mol
LUMO energy   0.1 eV

Record 2
Formula: C14H49N16O9PS
Source: the Open Molecules 2025 dataset
Level of theory: the ωB97M-V functional and the def2-TZVPD basis

Structure (XYZ):
```
90
Properties=species:S:1:pos:R:3
C 1.40 1.88 -2.18
C 0.16 2.15 -3.05
C 0.52 2.99 -4.31
C -0.48 0.82 -3.49
C -0.59 -0.20 -2.34
C -1.84 0.99 -4.21
O -2.96 0.61 -3.42
P -3.60 1.77 -2.33
S -4.52 3.21 -0.90
H 1.85 0.92 -2.39
H 2.11 2.69 -2.29
H 1.08 1.85 -1.15
H -0.52 2.73 -2.43
H 0.15 2.50 -5.21
H 0.07 3.97 -4.27
H 1.59 3.08 -4.38
H 0.21 0.40 -4.21
H 0.35 -0.74 -2.29
H -0.71 0.28 -1.38
H -1.36 -0.94 -2.53
H -1.95 1.99 -4.62
H -1.84 0.31 -5.06
H -4.78 1.89 -3.07
H -3.55 0.80 -1.32
H -2.59 2.69 -2.61
H -3.49 3.41 -0.08
N 4.62 2.33 0.44
C 4.96 2.54 -0.85
N 5.81 1.61 -1.40
O 4.55 3.50 -1.50
H 4.96 1.55 0.98
H 4.00 2.98 0.88
H 6.07 1.73 -2.36
H 6.16 0.82 -0.89
N -4.62 -4.23 -4.27
C -3.97 -3.22 -3.62
N -4.28 -1.96 -4.03
O -3.18 -3.43 -2.71
H -5.30 -4.07 -5.00
H -4.43 -5.16 -3.97
H -3.81 -1.19 -3.57
H -4.94 -1.76 -4.76
N 8.77 2.55 -0.27
C 8.64 2.06 0.99
N 9.75 1.48 1.53
O 7.59 2.14 1.61
H 9.61 2.50 -0.80
H 7.95 2.98 -0.69
H 9.67 1.12 2.46
H 10.62 1.41 1.04
N -9.54 -4.84 -3.95
C -8.35 -4.23 -3.65
N -8.06 -4.14 -2.32
O -7.61 -3.79 -4.51
H -10.17 -5.21 -3.27
H -9.78 -4.92 -4.93
H -7.19 -3.70 -2.07
H -8.65 -4.49 -1.59
N 6.11 2.65 6.49
C 6.76 2.19 5.37
N 6.54 2.91 4.23
O 7.49 1.21 5.40
H 5.51 3.45 6.49
H 6.25 2.14 7.34
H 7.00 2.59 3.39
H 5.96 3.72 4.19
N 0.88 -1.19 2.50
C 1.02 -1.04 1.15
N 1.07 -2.20 0.43
O 1.06 0.06 0.62
H 0.82 -2.09 2.95
H 0.82 -0.36 3.06
H 1.15 -2.12 -0.56
H 1.02 -3.11 0.85
N -4.10 -0.92 2.99
C -3.00 -1.69 2.77
N -2.41 -1.56 1.55
O -2.57 -2.46 3.62
H -4.46 -0.27 2.32
H -4.52 -0.97 3.90
H -1.60 -2.12 1.38
H -2.74 -0.94 0.83
N -2.41 -1.27 8.54
C -2.35 -1.16 7.17
N -2.24 -2.33 6.49
O -2.39 -0.07 6.61
H -2.38 -2.14 9.02
H -2.49 -0.42 9.06
H -2.20 -2.29 5.47
H -2.22 -3.23 6.94
```

Properties
Molecular weight   648.69 g mol⁻¹
SMILES   CC(C)[C@@H](C)CO[PH3]S.NC(N)=O.NC(N)=O.NC(N)=O.NC(N)=O.NC(N)=O.NC(N)=O.NC(N)=O.NC(N)=O
Gap between HOMO and LUMO   9.43 eV
Relative energy (zero: lowest compared OMol25 entry of this formula, charge and spin)   7.8 kcal/mol
LUMO energy   0.4 eV

Record 3
Formula: C14H50B2O11PtSSr
Source: the Open Molecules 2025 dataset
Level of theory: the ωB97M-V functional and the def2-TZVPD basis

Structure (XYZ):
```
80
Properties=species:S:1:pos:R:3
Pt 2.18 0.47 1.35
Sr -1.95 -0.75 1.91
B 2.87 -1.70 1.09
H 2.57 -1.21 0.18
H 3.70 -1.17 1.52
H 2.06 -1.76 1.80
H 3.17 -2.71 0.85
B 0.05 0.17 0.58
H 0.79 0.24 -0.19
H -0.91 0.00 0.12
H 0.24 -0.67 1.24
H 0.08 1.09 1.15
S 0.41 1.03 4.12
O -0.91 0.45 3.77
O 0.43 2.47 3.91
O 0.53 0.64 5.53
O 1.36 0.37 3.25
C -1.86 -4.94 1.82
C -0.54 -4.12 1.55
O -0.73 -2.75 1.19
H -2.46 -4.83 0.92
H -2.47 -4.60 2.65
H -1.63 -6.01 1.85
H -0.12 -4.72 0.74
H 0.26 -4.24 2.29
H -0.01 -2.50 0.60
C 5.13 2.22 -0.81
C 4.57 0.85 -0.77
O 3.17 1.03 -0.49
H 6.22 2.17 -0.87
H 4.95 2.71 0.15
H 4.58 2.75 -1.59
H 4.89 0.20 0.05
H 4.76 0.25 -1.67
H 2.87 1.31 -1.36
C -2.67 3.41 2.07
C -2.60 2.49 0.92
O -3.28 1.29 1.24
H -3.65 3.88 2.21
H -1.96 4.22 1.90
H -2.34 3.05 3.04
H -1.54 2.27 0.76
H -3.16 2.79 0.04
H -4.14 1.48 1.61
C -5.33 -2.16 -0.95
C -4.12 -2.43 -0.18
O -3.05 -1.46 -0.41
H -5.28 -1.08 -1.14
H -6.23 -2.31 -0.36
H -5.44 -2.75 -1.86
H -3.80 -3.44 -0.43
H -4.38 -2.36 0.88
H -2.93 -1.49 -1.36
C -1.74 0.92 -4.57
C -1.67 1.28 -3.04
O -1.12 0.25 -2.34
H -0.85 0.88 -5.20
H -2.34 1.70 -5.05
H -2.28 -0.02 -4.70
H -2.62 1.58 -2.59
H -1.01 2.15 -3.03
H -1.19 0.41 -1.40
C 1.63 4.06 -0.52
C 1.89 4.09 0.93
O 1.83 2.87 1.52
H 2.47 3.64 -1.06
H 1.60 5.04 -0.99
H 0.71 3.52 -0.74
H 1.20 4.74 1.47
H 2.83 4.59 1.16
H 1.18 2.77 2.22
C 2.53 -2.20 -2.67
C 1.20 -2.47 -2.00
O 1.48 -3.33 -0.90
H 3.11 -3.10 -2.90
H 3.12 -1.65 -1.94
H 2.41 -1.54 -3.53
H 0.44 -2.85 -2.69
H 0.79 -1.55 -1.58
H 2.06 -2.93 -0.24
```

Properties
Molecular weight   730.93 g mol⁻¹
Spin multiplicity   3
⟨S²⟩   2.00
Gap between HOMO and LUMO (alpha / beta)   7.05 / 6.79 eV
Relative energy (zero: lowest compared OMol25 entry of this formula, charge and spin)   85.2 kcal/mol
LUMO energy (alpha / beta)   -0.7 / -0.9 eV

Record 4
Formula: C14H50F6O11P
Source: the Open Molecules 2025 dataset
Level of theory: the ωB97M-V functional and the def2-TZVPD basis

Structure (XYZ):
```
82
Properties=species:S:1:pos:R:3
P -18.98 31.77 8.07
F -19.92 31.48 9.33
F -17.62 32.03 8.97
F -18.59 30.19 7.99
F -17.97 32.09 6.79
F -20.19 31.59 7.03
F -19.30 33.34 8.19
C -19.70 28.04 5.56
C -20.39 27.86 6.89
O -21.40 26.86 6.69
H -19.34 27.08 5.17
H -18.90 28.77 5.60
H -20.45 28.37 4.83
H -20.85 28.80 7.18
H -19.67 27.57 7.66
H -22.00 26.94 7.45
C -14.32 32.67 8.14
C -14.09 31.26 7.63
O -14.01 31.18 6.21
H -14.39 32.74 9.23
H -15.25 33.07 7.73
H -13.51 33.33 7.82
H -14.81 30.55 8.03
H -13.14 30.94 8.07
H -13.43 31.88 5.91
C -15.84 26.33 5.15
C -15.57 26.95 6.51
O -16.80 27.43 7.03
H -14.95 25.94 4.65
H -16.34 26.99 4.43
H -16.59 25.56 5.32
H -14.79 27.72 6.49
H -15.15 26.17 7.14
H -16.98 28.27 6.56
C -22.40 32.85 4.89
C -23.04 32.17 6.11
O -24.46 32.21 6.00
H -22.67 33.91 4.90
H -22.71 32.31 4.00
H -21.32 32.76 4.96
H -22.69 32.66 7.03
H -22.64 31.16 6.17
H -24.67 32.99 5.49
C -22.86 30.27 9.82
C -24.21 30.70 9.30
O -24.85 29.63 8.62
H -22.38 31.13 10.29
H -22.26 29.91 8.99
H -22.93 29.55 10.64
H -24.05 31.49 8.55
H -24.79 31.17 10.10
H -25.58 30.01 8.12
C -20.95 32.65 12.55
C -19.69 33.39 12.95
O -19.74 33.63 14.36
H -20.81 32.13 11.61
H -21.81 33.34 12.49
H -21.32 31.94 13.29
H -19.54 34.26 12.32
H -18.85 32.71 12.73
H -18.84 33.61 14.69
C -14.84 35.30 10.76
C -16.24 34.66 10.78
O -16.85 34.95 9.53
H -14.25 34.87 11.56
H -14.96 36.37 10.93
H -14.33 35.13 9.82
H -16.87 34.99 11.61
H -16.05 33.60 10.96
H -16.87 34.12 9.03
O -20.94 35.30 9.64
H -20.18 35.87 9.79
H -20.57 34.48 9.30
O -19.02 31.15 4.30
H -19.23 31.26 5.24
H -18.11 30.83 4.29
O -17.30 28.16 9.78
H -17.11 27.66 8.97
H -17.87 28.88 9.49
O -16.52 29.99 5.67
H -17.04 30.40 6.38
H -15.67 30.46 5.68
```

Properties
Molecular weight   539.51 g mol⁻¹
Net charge   -1
Gap between HOMO and LUMO   9.88 eV
Relative energy (zero: lowest compared OMol25 entry of this formula, charge and spin)   0.0 kcal/mol
LUMO energy   2.3 eV

Record 5
Formula: C14H52N8O12
Source: the Open Molecules 2025 dataset
Level of theory: the ωB97M-V functional and the def2-TZVPD basis

Structure (XYZ):
```
86
Properties=species:S:1:pos:R:3
N -3.84 0.09 -1.67
C -2.87 -0.05 -0.80
N -2.37 -1.23 -0.77
O -2.47 1.06 0.01
H -4.27 0.99 -1.89
H -4.18 -0.76 -2.20
H -1.44 -1.20 -0.21
H -2.73 -2.12 -1.06
N -1.74 -1.62 -3.32
C -0.93 -2.59 -3.46
N -0.91 -3.37 -2.37
O -0.40 -2.90 -4.71
H -2.05 -1.00 -4.14
H -1.94 -1.26 -2.33
H -0.44 -4.28 -2.52
H -0.79 -2.97 -1.40
N 2.12 -3.56 0.44
C 2.56 -3.46 -0.78
N 3.10 -4.59 -1.27
O 2.24 -2.36 -1.58
H 1.89 -2.58 0.77
H 2.42 -4.15 1.25
H 3.30 -4.54 -2.26
H 3.46 -5.38 -0.68
N 0.43 -0.38 -0.74
C 0.72 -0.19 0.51
N 0.13 0.77 1.14
O 1.65 -0.93 1.24
H 0.94 -1.12 -1.24
H 0.11 0.31 -1.35
H 0.18 0.89 2.17
H -0.77 1.13 0.79
C -0.59 -2.82 2.55
C -1.36 -3.74 1.48
O -0.57 -3.57 0.38
H -1.05 -3.05 3.63
H -0.79 -1.78 2.27
H 0.48 -3.10 2.61
H -2.40 -3.46 1.29
H -1.51 -4.74 1.73
H 0.30 -3.90 0.55
C 0.64 1.05 -3.85
C 1.02 1.83 -2.68
O -0.05 2.25 -1.93
H 1.56 0.97 -4.40
H -0.07 1.61 -4.44
H 0.21 0.09 -3.64
H 1.55 2.79 -2.91
H 1.76 1.31 -1.93
H 0.40 2.69 -1.19
C -2.27 -0.15 4.64
O -1.31 -0.89 5.41
H -1.90 0.05 3.61
H -2.60 0.84 5.16
H -3.13 -0.85 4.56
H -1.74 -1.06 6.28
C 4.70 -0.26 1.83
O 4.02 0.19 3.01
H 4.21 -1.04 1.30
H 5.70 -0.60 1.99
H 4.73 0.57 1.09
H 3.10 0.04 2.84
C -2.22 4.32 0.50
O -3.44 3.68 0.27
H -2.29 5.36 0.83
H -1.68 4.42 -0.47
H -1.60 3.82 1.22
H -3.29 2.71 0.13
C 1.71 2.34 3.57
O 0.88 1.22 3.66
H 1.27 3.18 3.04
H 2.62 2.13 2.96
H 1.93 2.78 4.59
H 1.21 0.61 4.34
C 2.65 2.83 0.20
O 1.24 3.09 0.44
H 3.13 3.57 0.92
H 2.81 3.02 -0.83
H 2.92 1.79 0.53
H 0.94 2.23 0.77
C -2.27 3.40 -4.16
O -2.29 2.17 -3.46
H -2.83 3.30 -5.04
H -1.30 3.91 -4.34
H -2.80 4.15 -3.48
H -1.45 2.15 -2.97
```

Properties
Molecular weight   524.61 g mol⁻¹
SMILES   NC(N)=O.NC(N)=O.NC(N)=O.NC(N)=O.CCO.CCO.CO.CO.CO.CO.CO.CO
Gap between HOMO and LUMO   8.94 eV
Relative energy (zero: lowest compared OMol25 entry of this formula, charge and spin)   132.2 kcal/mol
LUMO energy   0.2 eV